1.
C45H38NO29 | the ωB97M-V functional and the def2-TZVPD basis

Each line ends with the Löwdin charge.
Atoms and positions in Å:
C 5.92242 -0.32499 4.21119  -0.03
C 5.19632 1.03364 4.40135  -0.41
O 5.38095 1.84752 3.25504  -0.04
C 3.73277 0.84599 4.71356  -0.10
N 2.99316 0.13817 3.62943  0.24
H 6.86526 -0.30434 4.75263  0.10
H 6.06835 -0.46444 3.13627  0.09
H 5.33607 -1.18407 4.54216  0.05
H 5.63777 1.56383 5.25389  0.15
H 6.27806 1.69797 2.93458  0.11
H 3.28874 1.81951 4.93141  0.15
H 3.64992 0.26730 5.63403  0.14
H 2.90987 0.68613 2.77050  0.17
H 2.03967 -0.03128 3.97145  0.12
H 3.44260 -0.76140 3.44788  0.17
C 2.60525 2.09613 -2.24855  0.08
C 2.51028 3.27625 -1.61669  -0.24
C 3.22024 3.53476 -0.31703  -0.31
O 3.11107 4.62781 0.20018  0.12
C 4.00638 2.45098 0.26512  0.06
C 4.09482 1.27581 -0.36692  -0.24
C 3.40636 1.02649 -1.67832  -0.32
O 3.54872 -0.06419 -2.19849  0.12
O 4.79614 0.24596 0.11981  0.09
O 1.79057 4.28344 -2.09370  0.13
H 2.10093 1.89894 -3.18401  0.14
H 4.50184 2.64013 1.20808  0.11
H 4.69520 -0.47232 -0.53732  0.12
H 1.88917 5.01661 -1.45645  0.13
C -1.38230 0.83865 2.70538  0.06
C -2.59538 1.40873 2.55022  -0.22
C -3.64324 1.32815 3.63555  -0.30
O -4.70873 1.87453 3.45185  0.14
C -3.31534 0.59138 4.84912  0.09
C -2.10913 0.02717 4.98891  -0.23
C -1.06373 0.13386 3.91762  -0.31
O 0.02718 -0.39606 4.12738  0.04
O -1.76618 -0.65531 6.08012  0.11
O -2.92860 2.05874 1.45902  0.12
H -0.62251 0.88922 1.93772  0.13
H -4.07601 0.52443 5.61388  0.14
H -0.84693 -0.96415 5.95096  0.08
H -3.85716 2.37708 1.58293  0.09
C -5.63525 0.57938 -0.76742  0.08
C -6.39140 -0.07984 -1.65722  -0.22
C -7.61786 0.54491 -2.26595  -0.30
O -8.25175 -0.09273 -3.08207  0.09
C -7.98517 1.88673 -1.84409  0.09
C -7.22980 2.54041 -0.95291  -0.23
C -5.99346 1.92461 -0.36803  -0.28
O -5.33871 2.58343 0.42611  0.08
O -7.52372 3.76825 -0.53279  0.12
O -6.10609 -1.31247 -2.05338  0.13
H -4.75069 0.14299 -0.32513  0.13
H -8.87628 2.32018 -2.27507  0.14
H -6.82635 4.01346 0.10308  0.12
H -6.79907 -1.55846 -2.69467  0.12
C 2.70881 -2.77162 7.54115  0.07
C 3.71946 -3.15350 8.33836  -0.23
C 4.08135 -2.38293 9.57917  -0.31
O 4.99528 -2.79318 10.26319  0.13
C 3.31712 -1.18234 9.88814  0.09
C 2.31137 -0.80247 9.08915  -0.24
C 1.93676 -1.58763 7.86462  -0.31
O 1.00135 -1.19287 7.18489  0.08
O 1.58463 0.28742 9.32651  0.12
O 4.45644 -4.22250 8.08381  0.13
H 2.43795 -3.31831 6.64799  0.13
H 3.59470 -0.62645 10.77261  0.14
H 0.92238 0.33678 8.61212  0.12
H 5.11557 -4.27763 8.80474  0.13
C 7.94120 -4.14261 3.03789  0.07
C 8.65788 -5.21109 2.65138  -0.23
C 8.31224 -6.60510 3.10875  -0.31
O 8.99177 -7.52558 2.70559  0.13
C 7.18244 -6.77202 4.01221  0.08
C 6.47443 -5.70315 4.39430  -0.23
C 6.80793 -4.31781 3.91781  -0.30
O 6.10080 -3.39655 4.31002  0.06
O 5.42806 -5.77896 5.21175  0.11
O 9.70481 -5.11127 1.85111  0.13
H 8.18060 -3.13870 2.71649  0.13
H 6.95014 -7.77313 4.34669  0.14
H 5.10640 -4.86420 5.31641  0.10
H 10.04025 -6.02190 1.72672  0.13
C -7.88649 -2.00376 -7.80023  0.08
C -7.79797 -1.40356 -6.60603  -0.23
C -7.10946 -0.08033 -6.43547  -0.30
O -7.08417 0.40317 -5.31823  0.10
C -6.51004 0.54271 -7.60195  0.08
C -6.59476 -0.05648 -8.79917  -0.22
C -7.30510 -1.37186 -8.97486  -0.31
O -7.35983 -1.85118 -10.09116  0.12
O -6.06008 0.46861 -9.89626  0.09
O -8.31207 -1.92866 -5.49644  0.11
H -8.38132 -2.95511 -7.93546  0.14
H -6.00411 1.48785 -7.46107  0.13
H -6.26816 -0.16296 -10.61322  0.13
H -8.12418 -1.28822 -4.77836  0.08
C -1.92930 4.42143 -11.36153  0.08
C -1.31773 4.29377 -10.17715  -0.24
C -1.77929 3.29833 -9.15042  -0.32
O -1.16386 3.22333 -8.10150  0.10
C -2.93819 2.47906 -9.45903  0.08
C -3.55515 2.60697 -10.64333  -0.22
C -3.07623 3.58536 -11.68122  -0.31
O -3.67020 3.63780 -12.74074  0.12
O -4.61875 1.88366 -10.97107  0.09
O -0.26688 5.03252 -9.83087  0.11
H -1.60401 5.13262 -12.10757  0.14
H -3.27041 1.77815 -8.70605  0.13
H -4.85979 2.17261 -11.87455  0.13
H -0.01979 4.73989 -8.93290  0.12

Force components x, y, z for each atom (eV/Å):
C -0.59 0.58 -0.12
C 1.07 -0.69 0.10
O -0.56 0.01 -0.06
C 0.46 0.93 0.42
N -0.31 0.15 0.60
H 0.06 -0.27 -0.21
H 0.29 -0.11 0.11
H 0.18 0.05 0.26
H -0.24 -0.16 0.14
H -0.08 0.11 -0.05
H -0.35 -0.14 -0.44
H -0.08 -0.20 -0.20
H 0.35 -0.03 -0.04
H -0.51 -0.30 -0.26
H -0.06 0.06 -0.27
C 0.07 -0.16 0.03
C -0.18 -0.12 -0.39
C 0.23 -0.14 0.21
O -0.17 0.03 -0.15
C -0.07 0.13 0.18
C 0.18 0.12 0.34
C -0.31 0.19 -0.45
O 0.16 -0.12 0.29
O -0.22 -0.12 -0.18
O 0.18 0.05 0.35
H 0.00 0.03 -0.01
H 0.03 0.02 -0.03
H 0.05 0.01 -0.06
H -0.03 0.06 -0.06
C 0.24 -0.17 0.23
C 0.38 0.11 -0.44
C -0.15 -0.20 0.51
O 0.11 0.09 -0.25
C -0.07 0.10 -0.13
C -0.28 -0.13 0.36
C -0.09 0.22 -0.49
O 0.46 0.03 0.21
O 0.33 0.06 -0.38
O -0.22 -0.05 0.75
H -0.06 0.03 -0.06
H 0.02 -0.01 0.02
H -0.03 -0.01 0.19
H 0.01 -0.08 -0.52
C 0.06 0.17 0.16
C 0.35 -0.15 0.13
C -0.29 0.43 -0.01
O -0.03 -0.44 0.38
C -0.03 -0.15 -0.10
C -0.35 0.20 -0.16
C 0.26 -0.48 -0.04
O -0.35 0.38 0.01
O 0.32 -0.17 0.13
O -0.28 0.17 -0.13
H 0.00 -0.03 -0.04
H 0.01 0.03 0.00
H -0.04 0.07 0.01
H 0.04 -0.07 -0.01
C -0.13 0.19 -0.14
C -0.15 -0.21 -0.40
C -0.12 0.42 0.35
O 0.08 -0.23 -0.22
C 0.13 -0.08 0.00
C 0.09 0.20 0.38
C 0.13 -0.46 -0.16
O -0.01 0.31 0.03
O -0.05 -0.19 -0.35
O 0.13 0.21 0.25
H -0.02 -0.06 0.05
H -0.04 0.00 0.01
H -0.08 0.02 0.08
H 0.01 -0.09 0.00
C -0.20 0.15 0.11
C 0.09 0.41 -0.12
C -0.33 -0.30 0.31
O 0.19 0.20 -0.16
C 0.12 -0.08 -0.09
C -0.09 -0.29 0.07
C 0.28 0.19 -0.17
O -0.11 -0.20 0.02
O 0.06 0.18 -0.10
O -0.09 -0.34 0.11
H 0.05 -0.03 -0.03
H -0.02 0.01 0.00
H -0.02 -0.01 0.12
H 0.05 0.01 -0.04
C 0.04 -0.02 -0.18
C -0.25 -0.43 -0.06
C 0.25 0.34 -0.25
O 0.19 -0.05 -0.17
C -0.03 0.01 0.19
C 0.14 0.35 0.03
C -0.25 -0.38 0.26
O 0.17 0.23 -0.12
O -1.04 -1.13 0.75
O 0.27 0.32 0.03
H -0.02 0.01 0.02
H -0.02 0.01 -0.04
H 0.06 0.03 -0.05
H -0.21 0.05 0.03
C -0.11 -0.04 -0.12
C 0.10 0.27 -0.32
C -0.33 -0.34 0.12
O 0.17 0.22 -0.08
C 0.12 0.05 0.12
C -0.09 -0.28 0.32
C 0.33 0.37 -0.10
O -0.20 -0.21 0.09
O 0.93 1.03 -1.00
O -0.09 -0.22 0.24
H 0.02 0.00 0.01
H -0.01 -0.03 -0.03
H 0.00 0.02 0.00
H 0.03 0.01 0.00

Values from the calculation:
HOMO in eV: -10.668
Maximum force in Eh/bohr: 0.03325
Charge: +1
E_LUMO in eV: -3.971
2S+1: 1
HOMO-LUMO gap in hartree: 0.2461
Calculated total energy in eV: -108139.325

2.
C45H40BrN10O7RbS3 | the ωB97M-V functional and the def2-TZVPD basis

Each line ends with the Löwdin charge.
Atoms and positions in Å:
Rb 11.19912 12.74881 12.83608  0.64
O 7.25697 15.93942 12.06473  -0.07
C 8.15175 15.06318 12.12804  -0.55
N 8.65046 14.47737 13.22480  -0.01
C 7.86413 14.72751 14.37609  -0.24
C 8.54465 14.44639 15.68662  -0.27
C 7.82184 14.00235 16.82383  -0.03
C 8.52280 13.69689 17.98112  -0.09
C 9.91518 13.92902 18.01500  -0.09
C 10.51778 14.41912 16.86979  -0.16
N 9.84684 14.63077 15.72647  0.12
C 8.70815 14.66566 10.80497  -0.23
C 7.85516 14.67631 9.66800  0.00
C 8.34781 14.11465 8.50361  -0.08
C 9.70691 13.78295 8.41896  -0.07
C 10.48903 13.98866 9.54247  -0.15
N 9.98535 14.40672 10.70563  0.05
H 6.93446 14.10642 14.33183  0.12
H 7.51117 15.77979 14.35296  0.12
H 6.71837 13.93055 16.78910  0.12
H 7.98385 13.28572 18.85304  0.10
H 10.51622 13.74362 18.91762  0.10
H 11.58137 14.65770 16.83123  0.10
H 6.85734 15.11254 9.80224  0.11
H 7.69449 13.95538 7.64540  0.10
H 10.16600 13.37624 7.51642  0.10
H 11.58042 13.82263 9.52987  0.10
C 6.59809 10.08730 15.69674  -0.09
C 7.17272 10.60472 14.51982  -0.06
C 8.53434 10.86237 14.43877  0.01
C 9.30116 10.78696 15.62532  -0.26
C 8.74879 10.23056 16.80074  -0.04
C 7.39949 9.89574 16.82938  -0.11
N 10.56786 11.32300 15.62445  0.08
N 11.35025 10.98397 16.59526  0.09
C 12.59759 11.54319 16.53455  -0.33
C 13.55638 11.10187 17.53669  -0.02
C 14.86066 11.54957 17.43362  -0.08
C 15.21137 12.48721 16.39685  -0.06
C 14.20145 12.86732 15.52480  -0.17
N 12.95606 12.39263 15.55400  0.10
H 5.54688 9.81120 15.72923  0.09
H 6.55930 10.82097 13.63760  0.12
H 8.96388 11.19744 13.48002  0.07
H 9.40027 10.06777 17.66111  0.10
H 6.95940 9.50056 17.76264  0.10
H 13.23486 10.35243 18.26826  0.10
H 15.63463 11.14518 18.10564  0.10
H 16.22025 12.89434 16.30366  0.10
H 14.37823 13.60435 14.73225  0.10
S 15.73040 10.70418 13.06644  0.41
C 15.48069 11.57440 11.65052  -1.17
N 14.66072 12.63257 11.38288  0.00
C 14.83925 13.09120 10.12234  -0.35
C 14.21218 14.27633 9.60048  -0.05
C 14.50802 14.67169 8.30368  -0.11
C 15.38040 13.90387 7.47788  -0.13
C 16.00692 12.79397 8.01115  -0.14
C 15.73454 12.34334 9.29917  -0.54
S 16.33784 11.02102 10.17776  0.93
H 13.57105 14.83554 10.28710  0.09
H 14.06666 15.58979 7.90041  0.09
H 15.57334 14.22857 6.45129  0.08
H 16.71274 12.22589 7.39698  0.10
C 10.07895 21.85226 16.84427  -0.13
C 10.82216 20.61580 16.34724  -0.30
S 12.60360 20.86224 16.16976  0.67
O 13.19687 20.90736 17.50685  -0.34
O 12.79478 21.92613 15.19048  -0.33
C 13.23561 19.32774 15.43166  -0.19
C 12.93807 19.17191 13.91349  -0.13
N 13.22963 17.82220 13.45300  0.04
C 12.39596 16.77305 13.31968  -0.32
N 13.02265 15.66687 12.90294  0.14
C 14.32621 15.99539 12.70444  -0.01
C 14.45300 17.35259 13.02200  -0.17
N 15.61460 18.10739 12.97413  -0.31
O 15.63998 19.31993 13.35653  0.01
O 16.61384 17.51253 12.52599  0.05
C 10.96104 16.88484 13.61323  0.01
H 9.00621 21.65380 16.90294  0.07
H 10.23755 22.71503 16.17643  0.08
H 10.38577 22.14852 17.87129  0.08
H 10.44614 20.33394 15.35036  0.10
H 10.69466 19.78597 17.06304  0.11
H 12.77028 18.50857 16.01546  0.11
H 14.30821 19.33194 15.63247  0.10
H 13.55774 19.87537 13.36182  0.11
H 11.87424 19.36250 13.70395  0.12
H 15.15002 15.31768 12.42192  0.13
H 10.48421 17.71032 13.04088  0.11
H 10.77845 17.01778 14.68800  0.08
H 10.51806 15.91773 13.33167  0.06
Br 12.06903 8.72009 9.95145  0.81
C 10.39904 8.94740 9.10414  -0.59
C 10.28971 8.18412 7.93258  -0.17
C 9.10251 8.22902 7.16559  -0.11
C 8.02587 9.02630 7.60535  -0.11
C 8.17117 9.83163 8.73455  -0.03
C 9.34289 9.78637 9.52178  -0.13
C 9.42993 10.63264 10.77845  -0.71
O 8.46241 11.38473 11.00625  -0.03
O 10.44903 10.48188 11.48002  -0.24
H 11.13471 7.53502 7.62294  0.08
H 9.03559 7.63404 6.25172  0.08
H 7.07611 9.06088 7.05710  0.09
H 7.34385 10.49873 9.04071  0.12

Force components x, y, z for each atom (eV/Å):
Rb 0.25 0.25 0.16
O -0.63 0.18 0.22
C 0.20 0.07 1.40
N 0.21 -0.26 -1.69
C -1.10 0.27 0.08
C -0.60 -0.30 0.14
C -0.06 0.12 -0.05
C 0.06 0.10 0.06
C -0.17 -0.14 0.37
C -0.42 -0.01 -0.16
N 0.99 0.20 0.41
C -0.64 0.42 -1.00
C 0.26 -0.28 0.70
C -0.01 0.32 -0.14
C 0.08 -0.18 0.14
C 0.36 0.07 -0.26
N 1.09 -0.56 0.15
H 0.28 0.36 0.17
H -0.06 -0.16 0.36
H 0.80 -0.16 -0.10
H 0.42 0.31 -0.47
H -0.37 0.02 -0.47
H -0.14 -0.18 0.11
H 0.39 -0.53 -0.18
H 0.14 0.16 0.11
H -0.27 0.08 0.22
H -0.64 -0.02 -0.13
C 0.61 0.31 -0.26
C -0.49 -0.49 0.02
C 0.33 0.83 0.52
C -1.44 -1.03 0.47
C -0.27 0.09 -0.35
C -0.06 -0.22 0.26
N 3.05 -0.41 1.21
N -3.38 -0.01 -1.80
C 3.52 0.69 0.28
C -1.19 0.25 -1.38
C 0.65 0.78 -0.96
C -0.62 -1.01 1.42
C -0.03 0.24 -0.23
N -0.39 -0.34 0.89
H 0.11 0.22 -0.03
H 0.25 -0.32 0.31
H -0.27 -0.10 0.57
H -0.29 0.28 -0.23
H 0.25 0.16 -0.63
H 0.15 0.41 -0.25
H -0.43 0.38 -0.31
H -0.37 -0.26 -0.02
H 0.13 -0.40 0.21
S -0.12 0.16 0.17
C -1.27 1.00 -0.77
N 1.31 -1.41 1.31
C -0.19 0.60 -1.07
C 0.87 -0.97 0.33
C 0.10 -0.24 -0.37
C -0.53 0.87 0.65
C 0.34 -0.77 -0.53
C -0.87 1.56 -0.36
S 0.32 -0.24 0.55
H 0.11 -0.09 -0.41
H 0.08 -0.36 0.14
H 0.01 -0.15 0.39
H -0.21 0.16 0.11
C 0.36 0.69 0.50
C -0.13 -0.36 0.07
S 0.57 -0.16 -0.01
O -0.61 0.35 -1.16
O -0.06 -0.46 0.89
C -0.86 -0.33 -0.11
C -0.56 0.28 0.51
N 0.78 0.13 -0.37
C 0.03 -0.20 0.13
N 0.20 0.13 -0.07
C -0.16 1.05 0.56
C 0.29 -0.84 0.04
N 2.08 0.97 -0.26
O -0.06 -2.23 -0.59
O -1.10 1.15 0.68
C -0.58 -0.31 -0.24
H 0.12 -0.12 -0.18
H -0.04 -0.37 0.23
H 0.02 -0.24 -0.68
H 0.20 -0.07 0.36
H 0.10 0.18 -0.43
H 0.25 0.34 -0.28
H -0.06 0.13 -0.03
H -0.27 -0.09 0.05
H 0.38 -0.06 0.09
H -0.91 0.30 0.02
H 0.22 -0.54 0.30
H -0.01 0.03 -0.21
H -0.31 0.40 0.11
Br 0.23 0.07 0.23
C -0.70 -0.16 -0.77
C -0.73 -0.12 -0.66
C 0.29 0.18 0.82
C 0.45 0.04 -0.24
C 0.06 -0.26 0.17
C 0.29 -0.44 -0.70
C -0.42 0.33 0.32
O -0.16 0.03 0.01
O 0.14 -0.01 0.27
H -0.70 0.60 0.22
H -0.06 0.15 0.29
H 0.47 -0.07 0.08
H 0.76 -0.43 0.02

Values from the calculation:
HOMO in eV: -2.178
Maximum force in Eh/bohr: 0.07437
Charge: -2
E_LUMO in eV: 2.861
2S+1: 1
HOMO-LUMO gap in hartree: 0.1852
Calculated total energy in eV: -179751.290
ΔE to the lowest compared entry with this formula, charge and spin in kcal per mole: 0.00